Molecular formula: C46H47BrN5OP2Tl
Method: DFT, the ωB97M-V functional and the def2-TZVPD basis

The value obtained for the frontier orbital gap (spin up / spin down) is 0.1975 / 0.1481 Ha. For the energy relative to the best compared isomer or geometry (same formula, charge and spin), the calculation gives 0.00 kJ/mol. The value obtained for the total energy is -5558.64025 Eh. The value obtained for the highest occupied orbital energy (spin up / spin down) is -0.453 / -0.448 Ha.

```
! wB97M-V def2-TZVPD RIJCOSX def2/J DEFGRID3
* xyz 2 1
Tl 1.948 -0.281 2.165
Br 3.883 6.130 5.713
P -1.129 -1.452 -2.684
P -2.865 1.054 -1.794
O 2.496 0.593 4.314
N -0.108 -1.776 3.240
N 0.435 2.910 1.869
N 4.125 -2.180 2.276
N -1.210 1.077 3.097
N 4.548 0.559 2.446
C 6.047 -2.434 0.762
C -1.069 3.465 -4.340
C 5.304 -0.205 1.600
C -1.518 2.798 -3.208
C -5.946 1.625 0.733
C 4.760 1.791 2.737
C 2.523 2.306 5.786
C 4.822 -4.386 1.498
C 3.057 1.692 4.651
C -6.517 2.953 -1.193
C -3.734 -0.543 -2.341
C 4.457 3.691 4.375
C -2.906 -1.423 -3.274
C -0.784 -1.023 4.283
C -5.310 2.625 -1.786
C 6.063 0.421 0.601
C -0.440 -3.648 -5.994
C -1.878 0.021 3.856
C -0.389 -5.122 -0.932
C -2.049 -3.947 0.388
C -0.909 3.345 2.204
C 6.777 -0.366 -0.337
C -4.395 1.785 -1.111
C 5.917 -3.820 0.834
C -1.851 3.517 -5.454
C -2.993 2.711 -5.556
C 3.780 4.313 5.379
C -6.868 2.442 0.079
C 1.143 -1.804 -5.987
C -1.276 -5.082 0.172
C -4.690 1.427 0.187
C -2.660 2.044 -3.259
C 4.154 2.399 3.968
C -1.603 2.445 3.232
C -0.998 -3.145 -4.832
C -1.135 -2.917 -1.601
C 2.799 3.617 6.140
C 0.674 -3.023 -6.527
C -0.432 -2.013 -4.223
C 6.884 -1.761 -0.179
C -3.478 2.092 -4.400
C 5.135 -1.663 1.587
C -0.286 -4.036 -1.824
C -1.961 -2.862 -0.466
C 3.923 -3.515 2.166
C 0.578 -1.270 -4.805
H -4.028 -1.023 -1.417
H -7.868 2.702 0.534
H -1.456 2.754 4.269
H -2.609 -2.028 -0.329
H 0.914 2.724 2.800
H 5.216 4.194 3.866
H 0.295 -5.965 -1.148
H -0.961 2.799 -2.285
H -0.724 0.759 2.221
H -2.886 -1.104 -4.310
H -0.982 4.354 2.659
H -2.743 -3.992 1.253
H 7.559 -2.354 -0.774
H 1.164 -3.511 -7.319
H -4.451 1.585 -4.380
H 0.810 3.721 1.441
H 6.611 -4.484 0.337
H -3.437 2.541 -6.503
H -1.838 -3.682 -4.367
H 5.467 2.398 2.176
H -4.627 -0.178 -2.859
H 7.319 0.030 -1.133
H -3.257 -2.445 -3.257
H 2.230 4.240 6.843
H -0.140 4.027 -4.333
H -0.715 -2.165 2.500
H -1.576 4.206 -6.264
H 0.930 -0.372 -4.324
H -1.429 3.452 1.324
H -1.284 -1.698 5.074
H 2.984 -3.881 2.698
H -7.170 3.603 -1.842
H -0.900 -4.527 -6.463
H -1.502 -5.990 0.719
H 0.454 -2.476 3.633
H -5.096 3.014 -2.783
H -3.936 0.967 0.866
H 1.759 -1.217 -6.621
H -2.353 0.389 4.763
H -0.027 -0.511 4.887
H 4.747 -5.481 1.416
H 0.282 -4.041 -2.718
H -2.737 -0.411 3.338
H -6.166 1.088 1.667
H 1.799 1.763 6.293
H 6.174 1.536 0.561
H -2.662 2.541 3.057
*
```


Molecular formula: C2H8S2
Method: DFT, the ωB97M-V functional and the def2-TZVPD basis

The value obtained for the frontier orbital gap is 0.3600 Ha. The SMILES is CS.CS. For the energy relative to the best compared isomer or geometry (same formula, charge and spin), the calculation gives 43.03 kJ/mol. The value obtained for the total energy is -877.34233 Eh. The value obtained for the highest occupied orbital energy is -0.330 Ha.

```
! wB97M-V def2-TZVPD RIJCOSX def2/J DEFGRID3
* xyz 0 1
S 1.392 1.759 -0.117
S -1.744 -0.847 -0.691
C -0.285 -1.954 -0.867
C 0.174 1.621 1.272
H 2.101 0.693 0.219
H 0.561 -1.428 -0.437
H -0.311 2.596 1.198
H -1.287 0.178 -1.428
H -0.056 -2.078 -1.924
H -0.639 -2.888 -0.451
H -0.610 0.905 1.031
H 0.703 1.444 2.196
*
```


Molecular formula: C7H17NSi
Method: DFT, the ωB97M-V functional and the def2-TZVPD basis

The value obtained for the frontier orbital gap is 0.3350 Ha. The SMILES is C[C@@H]1CN(C)[Si@H](C)[C@H]1C. For the energy relative to the best compared isomer or geometry (same formula, charge and spin), the calculation gives 215.66 kJ/mol. The value obtained for the total energy is -621.09322 Eh. The value obtained for the highest occupied orbital energy is -0.302 Ha.

```
! wB97M-V def2-TZVPD RIJCOSX def2/J DEFGRID3
* xyz 0 1
Si -1.345 0.742 0.570
N -1.069 -1.020 0.522
C 1.359 -0.409 0.240
C 0.856 0.975 -0.111
C 1.527 1.966 0.803
C -2.228 1.404 -0.931
C 0.223 -1.362 -0.203
C -2.295 -1.830 0.307
C 2.524 -0.952 -0.531
H -2.144 -2.915 0.306
H -1.951 2.468 -1.083
H 1.170 3.022 0.614
H 1.040 1.211 -1.137
H 3.305 -0.151 -0.549
H -1.609 1.541 1.740
H -3.133 -1.668 1.020
H -1.999 0.841 -1.830
H 2.526 1.762 0.790
H -2.820 -1.604 -0.614
H 1.401 -0.440 1.281
H 2.949 -1.780 -0.019
H 0.069 -1.140 -1.280
H 0.353 -2.427 0.001
H 1.014 1.760 1.798
H -3.338 1.358 -0.805
H 2.285 -1.310 -1.444
*
```


Molecular formula: C7H15ClN2O
Method: DFT, the ωB97M-V functional and the def2-TZVPD basis

The value obtained for the frontier orbital gap is 0.3404 Ha. The SMILES is O[C@H](CCl)CN1CCNCC1. For the energy relative to the best compared isomer or geometry (same formula, charge and spin), the calculation gives 0.00 kJ/mol. The value obtained for the total energy is -920.63740 Eh. The value obtained for the highest occupied orbital energy is -0.314 Ha.

```
! wB97M-V def2-TZVPD RIJCOSX def2/J DEFGRID3
* xyz 0 1
Cl 2.217 -0.048 -2.303
O 2.771 -1.241 0.524
N -3.079 1.140 1.490
N -0.646 0.179 0.147
C -2.936 -0.211 0.927
C -1.178 1.544 0.034
C -1.495 -0.702 0.940
C 0.756 0.114 0.550
C 1.406 -1.374 -1.419
C -1.909 1.976 1.295
C 1.428 -1.192 0.089
H -1.168 1.959 2.131
H 1.322 0.927 0.100
H -3.574 -0.913 1.489
H -0.333 2.248 -0.201
H 0.336 -1.387 -1.753
H 0.880 0.178 1.633
H 2.811 -1.084 1.461
H 1.888 -2.302 -1.658
H -1.145 -0.765 1.992
H 0.886 -2.061 0.469
H -3.271 1.089 2.487
H -3.318 -0.203 -0.102
H -1.862 1.599 -0.797
H -2.217 3.040 1.199
H -1.450 -1.749 0.552
*
```


Molecular formula: C6H8N2O3
Method: DFT, the ωB97M-V functional and the def2-TZVPD basis

The value obtained for the frontier orbital gap is 0.2914 Ha. The SMILES is CCC(=C=O)NC=C=[N+]([O-])O. For the energy relative to the best compared isomer or geometry (same formula, charge and spin), the calculation gives 751.44 kJ/mol. The value obtained for the total energy is -568.40717 Eh. The value obtained for the highest occupied orbital energy is -0.292 Ha.

```
! wB97M-V def2-TZVPD RIJCOSX def2/J DEFGRID3
* xyz 0 1
O 1.614 2.832 1.957
O 3.386 1.853 0.893
O 0.946 -0.521 2.001
N 2.162 1.996 0.907
N -0.085 0.399 -1.187
C -1.480 -2.607 -0.681
C 0.723 1.511 -1.051
C -1.735 -1.152 -0.301
C -0.406 -0.399 -0.105
C 1.311 1.645 0.119
C 0.327 -0.353 0.985
H -2.319 -0.610 -0.961
H -2.409 -3.242 -0.391
H -0.589 -3.003 -0.193
H 0.948 2.287 -1.786
H -1.391 -2.662 -1.755
H -2.253 -1.158 0.635
H -0.958 0.427 -1.785
H 2.209 2.759 2.699
*
```


Molecular formula: C8H9N2O4S
Method: DFT, the ωB97M-V functional and the def2-TZVPD basis

The value obtained for the frontier orbital gap is 0.2538 Ha. For the energy relative to the best compared isomer or geometry (same formula, charge and spin), the calculation gives 16.38 kJ/mol. The value obtained for the total energy is -1118.95973 Eh. The value obtained for the highest occupied orbital energy is -0.129 Ha.

```
! wB97M-V def2-TZVPD RIJCOSX def2/J DEFGRID3
* xyz -1 1
S 2.560 0.762 -0.581
O -0.262 -2.289 -1.604
O 1.613 -2.257 0.967
O 1.574 -0.889 -1.991
O 0.460 -0.923 2.335
N 0.611 1.670 0.753
N -1.946 -1.636 0.304
C 1.710 2.543 0.933
C -1.330 -0.333 0.161
C 0.914 0.649 0.003
C 0.571 -1.262 -1.382
C -2.130 0.544 -0.997
C 0.120 -0.442 -0.281
C 2.873 2.169 0.362
C 0.940 -1.428 1.396
H -1.436 1.042 -1.624
H -1.239 0.250 1.127
H -0.962 -2.175 -0.964
H 1.540 3.561 1.546
H 3.827 2.788 0.252
H -2.931 -1.650 0.318
H -2.633 1.470 -0.572
H -2.752 -0.085 -1.649
H -1.691 -2.080 1.186
*
```